#w
19
Properties=species:S:1:pos:R:3 method="wB97M-V/def2-TZVPD" gap_ev="11.8 / 5.1" spin_multiplicity=2 charge=+1 lumo_energy_ev="-2.95 / -8.74" e_homo_ev="-14.751 / -13.822"
N -0.595 1.222 -0.739
C -1.374 0.129 -1.283
C -1.813 -0.706 -0.019
C -0.450 -0.579 0.811
C 0.276 0.678 0.265
C 1.688 0.195 -0.304
N 2.509 -0.437 0.704
H -1.306 1.758 -0.238
H -2.301 0.444 -1.787
H -0.767 -0.441 -1.979
H -2.137 -1.762 -0.074
H -2.551 -0.129 0.545
H -0.550 -0.653 1.881
H 0.099 -1.469 0.447
H 0.415 1.463 1.005
H 1.494 -0.424 -1.202
H 2.140 1.151 -0.584
H 3.264 0.169 1.009
H 1.961 -0.609 1.541

---

#x
19
Properties=species:S:1:pos:R:3 method="wB97M-V/def2-TZVPD" gap_ev="10.4 / 5.3" spin_multiplicity=2 charge=+1 lumo_energy_ev="-3.00 / -8.04" e_homo_ev="-13.401 / -13.383"
C -0.167 0.562 0.644
C -1.224 1.279 -0.191
C -1.946 0.298 -1.146
C -2.748 -0.726 -0.877
N 1.040 0.270 -0.149
C 2.302 -0.072 0.364
N 2.294 -1.331 1.094
H -0.636 -0.308 1.116
H 0.125 1.290 1.408
H -1.875 1.660 0.597
H -0.849 1.996 -0.916
H -1.644 0.528 -2.166
H -2.878 -1.468 -1.657
H -3.369 -0.916 -0.009
H 0.672 -0.431 -0.809
H 2.684 0.694 1.052
H 3.060 -0.003 -0.424
H 2.485 -2.144 0.516
H 1.520 -1.367 1.741

---

Winner for stability: #w

---

#w
11
Properties=species:S:1:pos:R:3 method="wB97M-V/def2-TZVPD" gap_ev=12.0 lumo_energy_ev=0.68 e_homo_ev=-11.301
C -0.806 -0.916 0.231
C -0.405 0.375 -0.546
O 1.645 0.923 1.012
O 2.233 -0.421 -1.002
O 0.502 -1.325 0.675
O -0.824 1.550 -0.031
S 1.279 0.006 0.039
H -1.587 -0.817 1.102
H -1.334 -1.743 -0.303
H -0.493 0.420 -1.741
H -0.211 1.947 0.564

---

#x
11
Properties=species:S:1:pos:R:3 method="wB97M-V/def2-TZVPD" gap_ev="7.4 / 9.7" lumo_energy_ev="-1.06 / -1.01" e_homo_ev="-8.497 / -10.725"
C -1.939 -0.769 0.351
C -0.977 -0.261 -0.396
O 1.611 -0.856 -1.320
O 0.913 -1.765 0.895
O 1.522 2.161 -0.296
O 1.494 1.473 0.870
S 0.779 -0.774 -0.145
H -3.074 -0.806 0.370
H -1.559 -1.228 1.275
H -1.253 0.243 -1.282
H 2.483 2.582 -0.323

---

Winner for stability: #w

---

#w
45
Properties=species:S:1:pos:R:3 method="wB97M-V/def2-TZVPD" gap_ev=10.0 lumo_energy_ev=0.27 e_homo_ev=-9.725 smiles=CCO.CCO.CO.CO.CO.O.O.O
C 1.054 1.366 -5.427
O 0.639 2.520 -4.756
H 0.319 0.564 -5.501
H 1.434 1.622 -6.416
H 1.928 0.938 -4.936
H 1.217 3.228 -5.051
C 2.394 -2.386 0.484
O 1.817 -3.120 -0.589
H 1.587 -1.935 1.061
H 2.913 -3.064 1.162
H 3.110 -1.708 0.020
H 2.456 -3.780 -0.865
C -4.119 -1.346 0.203
O -3.615 -2.309 1.089
H -5.161 -1.148 0.455
H -3.468 -0.493 0.395
H -4.055 -1.715 -0.821
H -2.718 -2.500 0.806
O 3.001 2.385 -1.897
H 2.688 2.647 -1.031
H 2.586 1.537 -2.055
O -1.049 -3.406 0.616
H -0.651 -4.190 0.994
H -0.376 -3.050 0.037
O -0.966 -1.095 3.159
H -1.534 -1.439 3.848
H -0.887 -1.814 2.531
C 0.501 -0.116 -1.953
C -0.181 0.053 -0.644
O 0.653 0.793 0.234
H 1.484 -0.557 -1.788
H 0.590 0.888 -2.369
H -0.087 -0.710 -2.653
H -0.328 -0.939 -0.219
H -1.174 0.482 -0.783
H 0.092 1.003 0.984
C -0.441 3.106 4.243
C 0.197 2.443 3.031
O -0.771 1.681 2.339
H 0.114 3.926 4.697
H -0.565 2.404 5.068
H -1.439 3.467 3.995
H 1.043 1.771 3.178
H 0.631 3.153 2.328
H -0.862 0.843 2.798

---

#x
45
Properties=species:S:1:pos:R:3 method="wB97M-V/def2-TZVPD" gap_ev=10.2 lumo_energy_ev=0.14 e_homo_ev=-10.024 smiles=CCO.CCO.CO.CO.CO.O.O.O
C -4.949 4.515 -1.235
O -3.884 3.685 -0.770
H -4.994 5.363 -0.552
H -4.691 4.995 -2.179
H -5.921 4.036 -1.350
H -4.213 3.290 0.041
C -1.367 -4.884 -1.678
O -1.816 -5.930 -2.517
H -0.287 -4.775 -1.777
H -1.787 -3.960 -2.075
H -1.535 -5.163 -0.637
H -1.160 -6.630 -2.506
C 3.317 0.504 -5.933
O 4.603 1.103 -5.991
H 2.579 1.194 -5.522
H 3.000 0.038 -6.865
H 3.306 -0.234 -5.131
H 4.685 1.819 -5.357
C 3.283 -4.521 2.251
C 4.049 -3.166 2.430
O 3.961 -2.482 1.245
H 3.270 -4.999 1.271
H 2.232 -4.367 2.496
H 3.633 -5.252 2.979
H 5.103 -3.403 2.575
H 3.762 -2.536 3.272
H 3.056 -2.298 0.986
C -2.577 -0.538 4.374
C -2.928 0.479 5.462
O -3.828 1.441 4.871
H -2.477 0.062 3.469
H -3.305 -1.338 4.244
H -1.655 -1.055 4.639
H -2.093 1.167 5.589
H -3.137 0.031 6.434
H -4.647 1.539 5.363
O 3.258 3.128 0.086
H 3.052 3.262 1.011
H 4.017 2.544 0.092
O -0.123 6.921 -2.951
H -0.243 6.287 -2.243
H -0.984 6.983 -3.365
O 0.197 0.698 -1.681
H 0.857 1.253 -1.266
H -0.618 1.193 -1.599

---

Winner for stability: #w

---

#w
7
Properties=species:S:1:pos:R:3 method="wB97M-V/def2-TZVPD" gap_ev="8.5 / 8.5" lumo_energy_ev="-2.71 / -2.71" e_homo_ev="-11.243 / -11.243"
N 0.823 -0.655 0.142
N 0.020 0.555 -0.562
O 0.395 -1.660 -0.223
O 1.746 -0.348 0.773
O -1.078 0.389 -0.890
F 0.446 1.882 0.335
Cl -2.352 -0.163 0.425

---

#x
7
Properties=species:S:1:pos:R:3 method="wB97M-V/def2-TZVPD" gap_ev="9.1 / 8.4" lumo_energy_ev="-1.12 / -1.44" e_homo_ev="-10.194 / -9.851"
N 2.113 -0.105 1.829
N -2.003 0.000 -0.552
O -2.587 -0.575 0.258
O -1.994 0.449 -1.595
O 2.420 0.429 0.868
F -0.537 0.265 0.150
Cl 2.588 -0.463 -0.957

---

Winner for stability: #x